The following is a quantum chemistry calculation of a structure of composition C19H38N4O5S2SbSi3V in a non-equilibrium geometry, from OMol25.

Positions of all 73 atoms, in Å:
1 H 0.738 -3.427 2.136
2 H 4.073 2.994 0.694
3 O 2.214 3.837 0.614
4 C -1.841 -1.905 2.906
5 H -4.450 -1.033 -0.838
6 H 1.565 4.929 2.260
7 N 1.233 2.706 -2.127
8 H -0.225 -0.409 -4.747
9 C 3.878 0.019 -2.239
10 C 2.159 1.732 -1.974
11 H -2.261 -3.368 -2.378
12 H 1.446 3.470 -2.748
13 Si -2.996 0.905 -0.297
14 O -0.267 3.514 3.114
15 H -1.819 3.027 -0.634
16 H 1.456 -0.444 3.451
17 C 2.612 -1.413 2.128
18 H -3.104 -1.929 -2.961
19 H -0.874 2.808 3.383
20 H 0.722 2.960 -1.291
21 H 3.698 4.092 2.035
22 O 3.684 1.351 2.649
23 C -2.811 -3.491 0.506
24 O -0.192 2.319 1.175
25 Sb -0.830 -0.468 -0.204
26 H -3.654 -2.847 0.245
27 Si -1.384 -2.537 1.216
28 C 3.292 3.321 1.372
29 C -4.338 -0.010 -1.201
30 C -3.527 1.285 1.440
31 S 3.302 1.334 -3.198
32 C 1.178 4.288 1.466
33 H -2.052 -2.844 -4.051
34 H 0.639 -3.465 -2.107
35 C -2.171 -2.492 -3.020
36 Si -0.697 -1.452 -2.577
37 H -5.294 0.506 -1.058
38 C 0.113 -3.645 1.268
39 H 4.677 -0.613 -2.591
40 H -0.215 -4.687 1.337
41 C 0.443 3.094 2.044
42 N 2.202 0.930 -0.931
43 H -1.592 0.378 -3.947
44 C 4.170 -1.932 0.329
45 C 2.892 2.148 2.241
46 H 0.726 -3.545 0.369
47 H 0.462 4.844 0.865
48 N 1.891 -1.341 3.278
49 H -1.220 -1.058 3.204
50 H -3.160 -4.224 1.241
51 O 1.578 2.105 2.647
52 S 3.899 -2.536 1.920
53 H 4.965 -2.321 -0.286
54 H -3.814 0.380 1.980
55 H -1.725 -2.693 3.656
56 H -3.443 3.093 -1.344
57 H 2.306 -1.747 4.101
58 H -2.714 1.774 1.981
59 H 0.057 0.763 -3.446
60 H -4.137 -0.047 -2.274
61 C 0.834 -2.514 -2.612
62 C -0.596 -0.043 -3.784
63 H -2.508 -4.037 -0.387
64 H -2.885 -1.580 2.918
65 C 3.190 -0.049 -1.089
66 H 1.681 -2.034 -2.117
67 H -2.142 2.242 -2.197
68 N 2.368 -0.678 1.070
69 C 3.296 -0.950 0.060
70 V 1.120 0.972 0.781
71 C -2.557 2.464 -1.210
72 H 1.124 -2.735 -3.644
73 H -4.387 1.962 1.431

Cartesian forces, eV/Å:
H -0.03 -0.02 -0.05
H 0.02 -0.01 -0.08
O 0.00 -0.04 0.06
C -0.05 0.08 0.21
H -0.04 0.03 -0.04
H 0.02 0.01 0.05
N -0.01 0.08 0.11
H -0.04 0.03 0.03
C 0.16 -0.07 -0.19
C -0.01 -0.22 0.04
H -0.02 -0.02 -0.04
H -0.03 -0.02 -0.03
Si 0.18 -0.11 -0.04
O 0.02 -0.27 0.20
H -0.03 -0.01 -0.05
H 0.05 0.00 0.00
C -0.03 -0.02 -0.13
H 0.03 -0.05 -0.02
H -0.03 0.10 -0.08
H 0.03 0.00 -0.02
H 0.07 0.02 0.03
O 0.08 -0.21 0.11
C -0.17 -0.09 -0.07
O -0.06 1.05 0.67
Sb -1.08 -0.88 -0.66
H 0.00 -0.05 0.01
Si -0.05 0.19 -0.14
C -0.23 0.07 -0.08
C -0.17 -0.10 -0.12
C -0.05 0.04 0.23
S 0.05 0.04 -0.15
C 0.15 -0.11 -0.07
H -0.02 0.02 0.05
H 0.05 0.04 -0.02
C -0.15 -0.09 -0.05
Si 0.00 -0.01 0.22
H 0.06 -0.03 -0.03
C 0.23 -0.10 -0.03
H -0.02 0.03 0.04
H 0.04 0.03 0.02
C -0.58 0.42 -0.18
N 0.91 0.21 -0.97
H 0.06 0.02 -0.01
C 0.18 -0.18 -0.03
C 0.05 0.71 0.78
H 0.00 -0.05 0.04
H -0.01 0.05 -0.03
N -0.03 0.09 0.00
H -0.01 -0.03 0.04
H 0.02 0.04 -0.04
O 0.65 -0.26 -0.78
S 0.05 -0.11 0.05
H -0.04 0.03 0.03
H -0.01 0.05 0.01
H -0.03 0.03 -0.02
H 0.04 -0.03 -0.01
H -0.01 -0.01 0.00
H -0.04 -0.02 0.00
H -0.01 -0.02 -0.05
H -0.03 -0.01 0.06
C 0.19 -0.09 0.01
C 0.03 0.22 -0.11
H -0.05 -0.02 0.01
H 0.05 0.00 0.04
C -0.33 0.02 0.43
H -0.02 -0.04 -0.05
H -0.02 0.04 0.03
N 0.86 -0.52 0.23
C -0.37 0.36 -0.08
V -0.51 -0.40 0.70
C 0.08 0.21 -0.08
H -0.02 -0.02 0.06
H 0.04 -0.04 0.01

Results
<S²> ... 3.76
2S+1 ... 4
Charge ... +1
Kohn-Sham gap (alpha / beta) ... 7.9 / 8.6 eV
Electronic energy ... -114046.50484 eV
Molar mass ... 723.6 g mol⁻¹


The following is a quantum chemistry calculation of a cluster of 2 separate species, C4H4N4 in total in a non-equilibrium geometry, from OMol25.

Positions of all 12 atoms, in Å:
1 N 0.176 -0.725 -0.823
2 H 0.552 -2.917 -2.181
3 H 2.760 -1.705 -2.214
4 H 1.381 0.302 1.700
5 C -0.173 -0.242 0.273
6 N 1.609 -0.526 -1.304
7 H -2.367 0.540 -0.723
8 C -1.644 0.446 0.064
9 C 1.643 -1.680 -2.053
10 N -1.736 1.241 1.055
11 N -0.545 1.327 1.846
12 C 0.364 0.569 1.383

Cartesian forces, eV/Å:
N 2.21 1.38 -1.55
H 3.14 3.92 0.40
H -1.12 -1.38 -1.16
H -0.56 0.97 0.56
C -3.06 2.48 -1.23
N -4.31 -6.70 -1.58
H 0.00 -0.83 -0.39
C 2.19 -1.03 3.56
C 1.48 1.87 2.59
N -0.20 1.39 -0.73
N -0.01 -0.08 0.85
C 0.23 -1.98 -1.32

Results
Kohn-Sham gap ... 8.3 eV
Electronic energy ... -10164.57369 eV
Molar mass ... 108.1 g mol⁻¹


The following is a quantum chemistry calculation of a structure of composition C19H29CrN4Si, from OMol25.

Positions of all 54 atoms, in Å:
1 C 1.679 -2.989 0.007
2 C 1.722 -0.966 -2.491
3 C -1.380 0.933 -1.998
4 C -1.190 2.942 1.337
5 N -0.610 -2.217 -0.159
6 C -1.201 1.247 3.048
7 H 2.332 3.608 1.730
8 H 3.234 2.522 0.668
9 H -3.425 -0.362 -0.039
10 C -0.348 0.126 -2.757
11 H -4.189 2.838 2.909
12 H 0.689 -1.167 -5.685
13 N 0.684 -0.273 -1.994
14 N -1.517 0.416 -0.603
15 H 3.067 0.235 2.638
16 C -2.518 1.572 3.359
17 H -3.003 4.068 1.116
18 H -2.718 -1.113 -1.460
19 H -0.703 0.472 3.623
20 H 0.320 -2.675 1.664
21 Si 1.201 1.444 1.532
22 H -2.623 -2.676 0.463
23 C -1.924 -1.840 0.408
24 H 2.106 1.162 3.789
25 H -1.768 -1.478 1.429
26 H -0.677 3.502 0.559
27 H 2.396 -3.555 0.599
28 H 1.519 -0.399 3.227
29 H 3.387 -0.368 -1.337
30 H -0.035 -4.104 0.704
31 H -1.003 1.955 -1.924
32 C 2.044 0.507 2.913
33 C -0.372 -0.184 -4.100
34 H 1.654 -3.441 -0.986
35 H 2.586 -1.864 -4.231
36 C 2.231 2.865 0.933
37 H -1.201 0.133 -4.720
38 H 2.845 -1.385 0.578
39 C -3.169 2.577 2.658
40 H -0.756 -2.652 -1.065
41 H -3.029 1.052 4.159
42 C -2.492 -0.725 -0.465
43 C 0.296 -3.066 0.643
44 H -2.337 0.973 -2.517
45 H -1.838 1.186 -0.018
46 C -2.503 3.267 1.646
47 H 3.450 -2.073 -1.775
48 Cr 0.424 -0.288 -0.065
49 C 0.691 -0.905 -4.634
50 C 2.785 -1.270 -1.460
51 C 1.753 -1.304 -3.827
52 H 1.801 3.364 0.062
53 C -0.512 1.932 2.041
54 N 2.146 -1.560 -0.136

Cartesian forces, eV/Å:
C 0.04 0.10 -0.01
C -0.11 0.05 0.21
C 0.09 -0.09 0.13
C -0.10 0.07 0.10
N -0.23 -0.30 0.30
C -0.07 -0.02 0.00
H 0.01 -0.03 -0.06
H -0.03 0.06 -0.01
H -0.05 0.03 -0.02
C 0.05 -0.03 0.24
H 0.02 0.00 -0.01
H 0.00 0.02 0.04
N 0.20 0.21 -0.59
N -0.05 -0.26 -0.26
H -0.04 0.00 0.04
C -0.01 -0.04 0.00
H 0.00 -0.02 0.03
H 0.05 0.00 -0.02
H -0.02 0.06 -0.02
H -0.01 0.02 0.01
Si 0.48 0.34 -0.01
H -0.03 -0.02 -0.01
C 0.18 0.06 -0.09
H 0.02 -0.04 -0.02
H 0.02 0.01 0.01
H -0.01 -0.01 0.06
H 0.05 -0.03 -0.01
H 0.05 0.03 0.00
H 0.08 0.01 0.02
H 0.00 -0.05 0.01
H -0.04 0.07 0.00
C 0.09 -0.15 0.08
C -0.03 0.04 -0.12
H -0.02 0.04 -0.03
H -0.05 0.01 -0.01
C 0.06 0.14 -0.03
H 0.04 -0.03 0.01
H -0.05 0.06 0.05
C -0.02 -0.02 0.00
H 0.03 0.04 -0.05
H 0.01 0.02 -0.03
C 0.08 0.09 -0.01
C -0.03 0.20 -0.10
H -0.04 -0.08 -0.04
H 0.08 0.00 0.07
C 0.06 -0.01 -0.04
H -0.03 -0.08 -0.03
Cr -0.41 -0.31 0.48
C 0.00 -0.01 -0.04
C -0.13 0.02 0.10
C 0.07 -0.01 -0.12
H 0.05 -0.01 0.04
C -0.23 -0.01 -0.09
N -0.10 -0.14 -0.18

Results
<S²> ... 4.14
2S+1 ... 4
Charge ... +2
Kohn-Sham gap (alpha / beta) ... 7.1 / 7.0 eV
Electronic energy ... -62420.41521 eV
Molar mass ... 393.6 g mol⁻¹


The following is a quantum chemistry calculation of a cluster of 13 separate species, C39H91N13O13 in total in a non-equilibrium geometry, from OMol25.

Positions of all 156 atoms, in Å:
1 H 18.553 17.263 15.010
2 N 17.162 10.964 13.860
3 C 15.814 12.431 18.251
4 O 13.916 22.544 14.881
5 H 12.597 20.766 13.582
6 C 18.931 15.989 13.316
7 O 15.070 18.038 15.842
8 H 17.276 14.299 9.592
9 H 15.849 15.003 10.265
10 N 15.389 11.903 8.332
11 O 16.753 11.729 10.123
12 H 17.064 12.665 7.195
13 O 12.517 12.769 7.868
14 C 16.685 15.213 9.601
15 H 15.341 13.254 18.746
16 H 14.085 13.863 15.540
17 H 11.268 11.978 10.290
18 H 12.745 16.434 8.318
19 C 12.223 10.006 13.552
20 H 10.333 17.772 10.679
21 H 15.693 11.516 18.828
22 O 16.309 9.127 14.874
23 C 17.335 8.756 12.789
24 H 19.644 15.163 18.520
25 H 14.966 24.713 13.914
26 N 15.094 22.821 12.979
27 H 10.155 13.336 10.033
28 H 7.640 13.449 13.238
29 N 17.231 12.813 18.075
30 C 9.515 21.993 10.459
31 C 7.767 14.390 12.663
32 H 13.891 15.658 9.347
33 H 15.003 19.198 18.757
34 O 14.565 14.651 12.430
35 H 13.313 19.817 15.650
36 H 14.028 20.891 16.897
37 C 10.805 12.609 9.535
38 H 15.354 13.395 14.558
39 C 14.999 17.017 12.575
40 H 18.452 15.522 15.429
41 C 13.318 10.812 14.155
42 H 15.285 22.475 12.037
43 H 16.848 11.441 14.703
44 O 17.212 14.681 19.381
45 O 15.353 21.320 10.397
46 H 10.808 9.134 16.383
47 H 11.894 18.355 10.267
48 H 14.067 10.084 14.518
49 H 19.703 14.875 11.160
50 H 16.028 17.169 12.370
51 H 11.859 13.746 11.823
52 H 16.372 24.446 12.819
53 H 15.086 19.254 8.587
54 N 13.400 21.947 9.442
55 H 17.190 10.952 7.702
56 H 11.639 15.278 12.772
57 C 16.498 11.750 7.388
58 C 17.821 13.932 18.606
59 C 10.201 20.843 11.118
60 H 18.774 18.716 8.653
61 H 14.900 16.342 15.049
62 C 19.312 14.142 18.279
63 C 13.134 15.446 8.557
64 H 16.864 17.989 19.230
65 H 18.301 18.769 10.400
66 H 13.346 19.490 8.599
67 C 20.379 14.582 11.946
68 H 15.696 14.393 16.049
69 C 14.364 21.038 9.798
70 H 11.377 15.041 9.752
71 H 17.196 17.840 17.481
72 H 14.446 23.704 9.704
73 N 15.399 18.742 17.978
74 H 19.488 14.070 17.195
75 H 16.365 23.852 14.461
76 C 9.207 14.493 12.176
77 H 17.939 16.553 10.588
78 H 19.106 11.370 13.376
79 H 19.951 13.426 18.819
80 C 15.614 11.878 9.659
81 C 14.772 18.777 16.771
82 C 13.435 21.094 12.978
83 C 16.909 9.631 13.911
84 C 15.056 14.241 15.196
85 H 14.494 17.075 11.622
86 H 11.228 18.653 11.934
87 H 20.533 13.483 11.839
88 H 7.005 14.393 11.905
89 H 12.150 13.769 13.509
90 H 10.595 8.984 13.906
91 H 17.848 12.190 17.604
92 N 14.953 15.498 14.512
93 C 11.040 18.564 10.867
94 C 14.250 19.601 9.193
95 C 11.849 13.355 8.776
96 H 10.123 19.876 9.398
97 C 11.527 14.208 12.759
98 H 17.382 19.692 9.157
99 H 15.351 12.355 17.291
100 H 16.007 16.759 18.277
101 C 13.707 19.862 16.671
102 C 14.192 22.198 13.745
103 H 14.490 12.984 10.994
104 H 16.810 7.816 12.970
105 O 12.005 10.005 12.329
106 N 10.516 19.814 10.339
107 C 18.257 16.261 14.660
108 O 10.437 20.856 12.310
109 C 11.615 8.831 15.737
110 H 9.905 22.907 10.934
111 H 14.750 17.814 13.267
112 C 18.110 11.640 13.025
113 H 11.633 7.754 15.777
114 C 17.948 18.794 9.351
115 H 12.616 23.907 9.490
116 H 19.807 14.308 14.038
117 O 9.466 15.145 11.192
118 H 16.071 11.438 6.421
119 N 12.036 14.658 9.063
120 O 16.277 17.573 8.113
121 O 18.766 16.716 12.363
122 H 12.938 21.472 12.074
123 H 9.726 22.095 9.399
124 H 13.832 11.365 13.369
125 H 18.392 8.510 12.942
126 C 15.738 24.018 13.587
127 C 17.093 17.520 9.075
128 H 12.545 9.180 16.148
129 H 16.263 15.272 8.573
130 N 10.126 13.875 12.962
131 H 17.197 16.330 14.452
132 H 17.947 12.697 13.079
133 H 13.615 15.102 7.628
134 H 14.571 11.244 11.392
135 H 14.464 12.111 8.015
136 H 8.419 21.920 10.642
137 H 10.210 11.981 8.841
138 C 14.419 11.958 10.592
139 N 11.382 9.375 14.411
140 H 12.860 19.681 17.338
141 H 12.975 11.409 15.007
142 H 7.709 15.271 13.346
143 H 17.110 9.217 11.812
144 H 13.488 11.760 10.076
145 H 14.053 18.913 10.051
146 C 13.437 23.324 9.905
147 H 14.108 20.241 12.788
148 N 17.300 16.460 9.827
149 C 16.445 17.759 18.245
150 N 19.748 14.932 13.241
151 H 9.858 13.356 13.768
152 H 21.382 15.068 11.819
153 H 13.331 23.369 11.006
154 H 12.632 21.513 8.996
155 H 17.945 11.360 11.985
156 C 14.825 15.609 13.149

Cartesian forces, eV/Å:
H 0.05 -0.42 -0.13
N -1.02 -0.11 1.13
C 1.27 0.46 0.22
O 0.13 -0.06 0.29
H 0.02 -0.16 0.28
C -0.01 0.06 1.32
O 0.12 -0.06 0.09
H 0.78 0.36 0.31
H -0.10 0.17 0.29
N 1.15 0.03 0.29
O -0.25 0.16 -0.21
H -0.05 0.04 0.32
O -0.95 1.10 1.87
C -1.77 -1.26 -1.75
H -0.25 0.36 0.52
H -0.14 0.34 0.31
H 0.08 -0.18 0.03
H -0.11 0.17 -0.14
C -0.59 0.59 -1.55
H -0.37 -0.39 0.18
H 0.09 0.03 -0.04
O 0.34 0.80 -0.53
C 0.11 -0.23 -0.16
H -0.44 -0.42 0.31
H -0.03 0.09 -0.20
N 1.02 1.17 1.14
H -0.04 -0.39 -0.04
H -0.03 0.65 -0.04
N -0.04 0.47 0.15
C -0.42 1.01 0.23
C 0.91 -0.42 1.53
H -0.33 -0.56 -0.58
H -0.47 0.67 0.50
O 0.41 0.04 0.20
H 0.11 0.27 0.26
H 0.30 -0.52 -0.28
C -0.90 0.35 -0.13
H 0.56 0.67 -0.13
C -0.49 -0.75 0.52
H 0.05 -0.16 0.08
C 1.11 -0.79 0.25
H 0.17 0.21 0.35
H 0.14 -0.21 -0.34
O 0.70 -0.60 -1.20
O 1.93 1.12 1.85
H -0.25 0.25 0.42
H 1.08 -0.48 0.08
H -0.08 0.34 0.19
H -0.02 0.25 -0.28
H 1.32 -0.01 -0.27
H 0.14 0.52 0.03
H -0.03 0.31 -0.07
H 0.17 0.29 0.35
N 0.84 -0.81 0.62
H -0.33 0.43 0.13
H 0.30 0.41 -0.25
C -0.51 -0.48 -0.54
C -0.66 0.37 1.49
C -0.21 0.48 0.84
H 0.32 0.19 0.00
H 0.25 0.43 0.33
C -0.18 0.31 -0.46
C 0.48 1.39 0.38
H 0.07 -0.16 -0.29
H 0.06 0.22 -0.59
H -0.17 0.15 -0.33
C 0.75 -0.64 0.65
H 0.38 -0.30 0.34
C -1.11 -1.40 -2.88
H 0.66 0.02 -0.40
H 0.40 -0.15 -0.28
H -0.43 0.32 -0.27
N 0.60 -1.00 -1.25
H -0.03 -0.41 0.26
H -0.06 -0.65 0.01
C -1.43 -0.90 0.88
H 0.37 0.13 0.53
H 0.39 0.29 -0.32
H -0.31 0.17 -0.25
C 0.35 -0.84 0.33
C -0.29 1.22 1.12
C 0.00 -0.05 0.77
C -0.75 -0.26 1.14
C -0.99 -0.65 -0.21
H -0.37 0.10 -0.09
H 0.18 0.14 -0.21
H -0.20 0.76 0.42
H 0.02 0.38 -0.50
H 0.20 -0.23 0.70
H 0.18 -0.13 0.09
H 0.13 -0.42 -0.37
N -0.01 -0.22 -1.63
C -0.68 0.28 -0.58
C -1.57 0.47 1.26
C 1.71 -1.11 -2.56
H 0.43 -0.51 0.51
C -0.32 -0.83 -0.68
H -0.21 0.07 -0.03
H -0.29 -0.39 -0.69
H 0.35 -0.05 -0.06
C -0.45 -0.13 -0.57
C -1.24 -0.76 -1.21
H -0.51 -0.43 0.10
H -0.10 0.16 -0.43
O 0.14 -0.05 1.51
N -0.37 -0.31 -1.19
C 0.27 0.60 -0.63
O 0.02 0.09 0.59
C -0.17 0.53 -0.15
H -0.38 -0.30 -0.03
H -0.43 0.02 0.14
C 0.23 -0.79 -0.43
H 0.12 -0.50 -0.39
C -0.40 -1.74 0.92
H 0.33 -0.02 -0.33
H 0.11 0.21 -0.42
O 0.94 0.69 -0.84
H 0.09 0.12 0.34
N -0.69 -0.82 0.50
O 1.26 -0.63 1.58
O -0.46 0.87 -0.82
H 0.61 -0.11 0.07
H -0.17 -0.23 -0.26
H -0.32 0.31 0.23
H 0.02 0.29 -0.47
C -0.14 -0.48 -1.06
C -1.24 2.59 -2.57
H 0.38 0.26 0.10
H 0.07 -0.10 0.61
N 0.31 0.70 -0.64
H -0.22 -0.10 0.17
H -0.05 0.60 0.11
H -0.41 -0.46 0.66
H 0.01 -0.07 0.08
H -0.62 0.12 -0.33
H 0.76 0.13 -0.19
H 0.47 0.33 0.41
C 0.80 0.74 -0.59
N -0.64 -0.70 -0.36
H 0.11 -0.31 0.10
H 0.13 0.02 -0.30
H -0.55 -0.70 -0.42
H 0.37 -0.40 0.31
H -0.13 0.09 0.06
H 0.65 0.38 -0.52
C 0.23 -0.47 0.98
H -0.30 0.37 -0.23
N 0.98 -0.17 0.74
C -0.86 0.19 0.67
N 0.74 -1.20 -0.44
H -0.31 -0.12 0.24
H -0.99 -0.23 0.12
H -0.06 -0.04 -0.42
H -0.93 0.23 -0.36
H 0.21 0.03 -0.03
C -0.59 0.38 0.44

Results
Kohn-Sham gap ... 9.1 eV
Electronic energy ... -87914.14618 eV
Molar mass ... 950.2 g mol⁻¹